1.
A molecular structure, C45H30Br3IrN10O2S2, computed with ωB97M-V/def2-TZVPD.

Results
HOMO-LUMO gap (alpha / beta) in eV: 4.9 / 5.0
HOMO (alpha / beta) in eV: -9.601 / -9.601
Energy relative to the best compared isomer or geometry (same formula, charge and spin) in kcal per mole: 43.49
LUMO energy (alpha / beta) in eV: -4.69 / -4.63
Total charge: +1
Multiplicity: 2
Expectation value of S²: 0.794

Geometry as XYZ:
```
93
Properties=species:S:1:pos:R:3:forces:R:3
Ir -0.5325 -0.5749 0.0152 -0.4 0.5 0.5
Br 1.5734 -3.7547 -3.9642 0.0 0.0 0.0
C 2.3915 -2.4616 -2.8627 0.0 0.0 0.0
C 3.7636 -2.2320 -2.9725 0.0 0.0 0.0
C 4.3804 -1.2887 -2.1962 0.0 0.0 0.0
Br 6.2410 -1.0086 -2.3918 0.0 0.0 0.0
C 3.6338 -0.5333 -1.2656 0.0 0.0 0.0
C 4.1847 0.4771 -0.4521 0.0 0.0 0.0
C 3.3834 1.1709 0.4094 0.0 0.0 0.0
C 2.0297 0.8392 0.4908 0.0 0.0 0.0
N 1.4776 -0.1120 -0.2372 0.0 0.0 0.0
C 2.2427 -0.7943 -1.1471 0.0 0.0 0.0
C 1.5724 -1.7727 -1.9657 0.0 0.0 0.0
O 0.3131 -1.9529 -1.8662 0.0 0.1 -0.1
H 4.3379 -2.8058 -3.6869 0.0 0.0 0.0
H 5.2408 0.6959 -0.5268 0.0 0.0 0.0
H 3.7751 1.9597 1.0353 0.0 0.0 0.0
H 1.3879 1.3533 1.1922 0.0 0.0 0.0
Br 4.5153 2.6035 8.1221 0.0 0.0 0.0
C 2.7729 2.8513 7.4555 0.0 0.0 0.0
C 2.5947 3.4884 6.2308 0.0 0.0 0.0
C 1.3237 3.6636 5.7272 0.0 0.0 0.0
C 0.2096 3.1967 6.4540 -0.1 0.1 0.1
C 0.4099 2.5843 7.7075 0.0 0.0 0.0
C 1.6825 2.4049 8.1991 0.0 0.0 0.0
N -1.0784 3.2876 6.0169 -0.1 -0.3 -0.1
N -1.3242 3.8129 4.8535 0.3 0.2 0.0
C -1.3795 3.1756 3.7362 -0.2 -0.1 0.0
C -1.6208 4.0029 2.5628 0.0 0.0 0.0
C -1.4910 3.5386 1.3138 0.0 0.0 0.0
C -1.1206 2.1589 1.0873 0.0 0.0 0.0
O -0.9520 1.6987 -0.0429 0.2 -0.4 -0.1
C -0.9870 1.2606 2.2529 0.0 0.1 0.0
N -0.7715 -0.0432 1.9623 0.1 -0.1 0.1
C -0.8658 -0.9314 2.9533 0.0 0.0 0.0
C -1.1117 -0.5521 4.2633 0.0 0.1 0.0
C -1.2453 0.7815 4.5803 0.0 0.0 0.0
C -1.1825 1.7235 3.5513 0.0 0.0 0.0
H 3.4543 3.8549 5.6871 0.0 0.0 0.0
H 1.1840 4.1806 4.7873 0.0 0.0 0.0
H -0.4557 2.2587 8.2691 0.0 0.0 0.0
H 1.8400 1.9285 9.1563 0.0 0.0 0.0
H -1.8727 5.0363 2.7635 0.0 0.0 0.0
H -1.6452 4.1574 0.4410 0.0 0.0 0.0
H -0.7577 -1.9691 2.6827 0.0 0.0 0.0
H -1.1913 -1.3165 5.0226 0.0 0.0 0.0
H -1.4332 1.0882 5.5977 0.0 0.0 0.0
N -1.2068 0.1671 -2.1609 0.3 0.1 -0.2
S -0.6153 -0.2090 -3.6127 -0.2 0.0 0.1
C -1.8209 -1.2858 -4.3907 0.1 0.0 0.0
C -3.0906 -1.4082 -3.8580 0.0 0.0 0.0
C -4.0098 -2.2376 -4.4856 0.0 0.0 0.0
C -3.6388 -2.9437 -5.6220 0.0 0.0 0.0
C -2.3533 -2.8227 -6.1375 0.0 0.0 0.0
C -1.4321 -1.9908 -5.5199 0.0 0.0 0.0
C -0.8468 1.2629 -4.5947 0.0 0.0 0.0
C -2.1119 1.7752 -4.8585 0.0 0.0 0.0
C -2.2218 2.9487 -5.5853 0.0 0.0 0.0
C -1.0797 3.5948 -6.0457 0.0 0.0 0.0
C 0.1775 3.0737 -5.7801 0.0 0.0 0.0
C 0.2989 1.9001 -5.0483 0.0 0.0 0.0
H -1.6232 1.0917 -2.1913 -0.2 -0.1 0.0
H -3.3592 -0.8408 -2.9762 0.0 0.0 0.0
H -5.0145 -2.3097 -4.0898 0.0 0.0 0.0
H -4.3544 -3.5908 -6.1120 0.0 0.0 0.0
H -2.0683 -3.3788 -7.0207 0.0 0.0 0.0
H -0.4245 -1.8959 -5.9073 0.0 0.0 0.0
H -2.9979 1.2567 -4.5124 0.0 0.0 0.0
H -3.2005 3.3548 -5.8031 0.0 0.0 0.0
H -1.1739 4.5060 -6.6214 0.0 0.0 0.0
H 1.0636 3.5748 -6.1458 0.0 0.0 0.0
H 1.2731 1.4764 -4.8360 0.0 0.0 0.0
N -1.8283 -3.4646 -0.8134 0.0 0.0 0.1
C -0.7027 -3.5180 -0.1216 0.0 0.0 0.0
N -0.1507 -2.5050 0.5506 0.0 -0.1 -0.2
C 1.0569 -2.9070 1.1580 0.0 0.0 0.0
C 1.8907 -2.1375 1.9636 0.0 0.0 0.0
C 3.0467 -2.7024 2.4761 0.0 0.0 0.0
C 3.3795 -4.0288 2.2146 0.0 0.0 0.0
C 2.5411 -4.8154 1.4442 0.0 0.0 0.0
C 1.3895 -4.2405 0.9317 0.0 0.0 0.0
S 0.1618 -5.0154 -0.0293 0.0 0.0 0.0
H -2.3016 -2.5769 -0.9156 0.0 0.0 0.0
H -2.0541 -4.2089 -1.4505 0.0 0.0 0.0
H 1.6580 -1.1064 2.1816 0.0 0.0 0.0
H 3.7007 -2.0970 3.0896 0.0 0.0 0.0
H 4.2892 -4.4495 2.6195 0.0 0.0 0.0
H 2.7768 -5.8520 1.2447 0.0 0.0 0.0
N -2.5519 -0.8833 0.1676 0.1 -0.1 0.1
C -3.5845 -0.3470 -0.0066 -0.1 0.0 0.0
N -4.7222 0.1972 -0.1067 0.1 0.0 -0.1
C -5.2764 0.2175 -1.3240 0.0 0.0 0.1
N -5.7845 0.2416 -2.3605 0.0 0.0 0.0
```
Positions in Å, forces in eV/Å.

Atomic partial charges in e from the Mulliken method, atoms 1 to 8: 2.3940 -0.1714 -0.0015 -0.3117 -0.0503 -0.2244 1.5235 -1.1643

---

2.
4 unconnected molecules or ions with the total composition C45H31BClO9P at a distorted geometry, computed with ωB97M-V/def2-TZVPD.

Results
SMILES: O=C1c2ccccc2C(=O)c2ccccc21.O=C1c2ccccc2C(=O)c2ccccc21.O=C1c2ccccc2C(=O)c2ccccc21.CB(CC(=O)Cl)P(O)O
HOMO-LUMO gap in eV: 6.7
HOMO in eV: -7.818
LUMO energy in eV: -1.16
Total charge: 0

Geometry as XYZ:
```
88
Properties=species:S:1:pos:R:3:forces:R:3
O 3.2137 3.5936 -4.2895 0.0 0.0 0.0
C 2.4309 2.7000 -4.0499 0.1 0.0 0.0
C 2.5932 1.3489 -4.6612 -0.1 0.0 0.1
C 3.6749 1.1131 -5.4991 0.1 -0.1 -0.1
C 3.8629 -0.1443 -6.0464 0.0 0.0 0.0
C 2.9723 -1.1730 -5.7586 0.0 0.0 0.0
C 1.8843 -0.9403 -4.9358 0.0 -0.1 0.0
C 1.6874 0.3211 -4.3888 0.0 0.1 0.0
C 0.5018 0.5565 -3.5190 0.0 0.0 -0.2
O -0.3125 -0.3195 -3.3140 -0.1 -0.1 -0.1
C 0.3523 1.8980 -2.8862 0.0 0.1 -0.2
C -0.7207 2.1253 -2.0329 -0.1 0.2 0.0
C -0.8586 3.3522 -1.4073 0.0 0.0 0.0
C 0.0744 4.3587 -1.6340 0.0 0.0 0.0
C 1.1386 4.1418 -2.4926 0.0 0.1 0.1
C 1.2810 2.9128 -3.1237 0.0 -0.1 0.0
H 4.3650 1.9174 -5.7121 0.0 0.1 0.1
H 4.7085 -0.3272 -6.6958 0.0 0.0 0.0
H 3.1283 -2.1575 -6.1787 0.0 0.0 0.0
H 1.1841 -1.7323 -4.7097 -0.1 0.0 0.0
H -1.4384 1.3350 -1.8603 0.0 0.0 0.0
H -1.6913 3.5249 -0.7386 0.0 0.0 0.0
H -0.0310 5.3146 -1.1384 0.0 0.0 0.0
H 1.8673 4.9189 -2.6759 0.0 0.0 -0.1
O -1.5907 2.4563 2.1766 0.0 0.0 -0.1
C -2.4362 3.0558 2.8077 0.0 0.0 0.0
C -2.0964 4.3004 3.5560 -0.1 0.0 0.0
C -0.7941 4.7813 3.5102 0.1 0.1 0.0
C -0.4667 5.9523 4.1711 0.0 0.0 0.0
C -1.4392 6.6497 4.8798 0.0 0.0 0.0
C -2.7353 6.1681 4.9398 0.1 0.1 0.0
C -3.0684 4.9905 4.2833 0.0 -0.1 -0.1
C -4.4682 4.4809 4.3745 -0.1 0.0 0.0
O -5.2980 5.0552 5.0462 0.0 0.0 0.0
C -4.8124 3.2490 3.6093 0.1 0.0 0.0
C -6.1171 2.7736 3.6446 -0.1 -0.1 0.0
C -6.4631 1.6478 2.9160 0.1 0.0 0.0
C -5.5054 0.9897 2.1521 -0.1 0.0 -0.1
C -4.2018 1.4527 2.1230 0.0 -0.1 -0.1
C -3.8481 2.5805 2.8507 0.0 0.1 0.1
H -0.0466 4.2335 2.9536 0.0 -0.1 0.0
H 0.5476 6.3267 4.1326 0.0 0.0 0.0
H -1.1830 7.5701 5.3873 0.0 0.0 0.0
H -3.4972 6.6999 5.4922 -0.1 -0.1 0.0
H -6.8539 3.2942 4.2401 0.0 0.1 0.0
H -7.4808 1.2819 2.9406 0.0 0.0 0.0
H -5.7713 0.1162 1.5716 0.0 0.0 0.0
H -3.4528 0.9445 1.5318 0.1 0.0 0.0
O 2.0079 -4.2500 -0.1786 0.0 -0.2 0.1
C 2.8393 -3.4840 0.2604 -0.1 0.1 -0.1
C 4.0684 -3.9739 0.9440 0.0 0.1 0.0
C 4.2762 -5.3419 1.0626 0.1 -0.1 0.0
C 5.4281 -5.8138 1.6675 0.0 0.0 0.0
C 6.3770 -4.9215 2.1552 0.0 0.0 0.0
C 6.1679 -3.5571 2.0516 0.1 -0.1 0.0
C 5.0118 -3.0771 1.4505 -0.1 0.0 -0.1
C 4.7980 -1.6016 1.3639 0.0 0.1 0.0
O 5.5938 -0.8264 1.8491 0.0 0.0 0.0
C 3.5793 -1.1133 0.6562 0.0 -0.1 0.0
C 3.3714 0.2544 0.5251 0.0 0.1 0.0
C 2.2598 0.7227 -0.1553 0.0 -0.1 0.0
C 1.3508 -0.1725 -0.7099 0.0 0.0 0.2
C 1.5480 -1.5351 -0.5724 0.0 0.0 0.0
C 2.6578 -2.0110 0.1152 0.1 0.0 0.0
H 3.5339 -6.0264 0.6762 0.0 0.1 0.0
H 5.5910 -6.8795 1.7570 0.0 0.0 0.0
H 7.2811 -5.2934 2.6186 0.0 0.0 0.0
H 6.8971 -2.8560 2.4324 0.0 0.1 0.0
H 4.0858 0.9423 0.9552 0.1 0.0 0.0
H 2.0995 1.7881 -0.2584 0.0 0.0 0.0
H 0.4870 0.1952 -1.2481 0.2 -0.3 0.5
H 0.8466 -2.2379 -0.9997 0.0 0.0 0.0
C -1.9542 -2.8448 -1.4422 -0.6 -0.2 0.1
B -2.6657 -4.2156 -1.2712 -0.1 -0.1 0.2
C -4.1998 -4.2056 -0.8160 0.3 0.1 -0.1
C -4.2366 -3.3134 0.3705 -0.4 0.3 -0.3
O -4.7292 -2.2373 0.4378 0.1 0.0 0.2
Cl -3.3182 -3.9771 1.7552 0.1 -0.1 0.2
P -1.5149 -5.7810 -1.5720 1.2 0.5 -1.0
O -2.4740 -6.9250 -2.2694 -0.7 0.0 0.6
O -1.3519 -6.3795 -0.0484 -0.4 -0.1 0.0
H -1.1015 -2.8530 -2.1154 0.1 0.1 0.1
H -1.6364 -2.5758 -0.4239 0.3 0.1 -0.1
H -2.6883 -2.0854 -1.7227 0.2 0.2 -0.1
H -4.7773 -3.6733 -1.5766 -0.1 -0.2 -0.1
H -4.6152 -5.1876 -0.6005 0.0 0.0 0.0
H -2.5417 -6.7216 -3.2097 0.2 -0.2 0.0
H -1.1419 -5.6441 0.5441 0.0 -0.2 0.1
```
Positions in Å, forces in eV/Å.

Atomic partial charges in e from the Mulliken method, atoms 1 to 8: -0.6800 0.4393 0.2585 -0.6653 -0.4842 -0.6440 -0.6478 0.3039

---

Number 1: electronic energy -11053.3633 Eh. Number 2: electronic energy -3237.0815 Eh.